This record from the Open Molecules 2025 dataset describes C22H34Br2NSiY as an isolated structure at a distorted geometry. The level of theory is the ωB97M-V functional and the def2-TZVPD basis.

The energy above the lowest of the compared OMol25 structures with the same formula, charge and spin is 4.644 eV. The net charge is +2. The orbital gap (spin up / spin down) comes out at 0.171 / 0.171 hartree. Its electronic energy is -6388.7607 Eh. Its LUMO energy (spin up / spin down) is -8.1 / -8.1 eV.

Each line ends with the Mulliken charge.
Positions of all 61 atoms, in Å:
Y: 0.480 0.550 -0.192  1.1690
C: 0.416 3.715 3.036  -2.1402
C: 0.453 2.216 2.961  0.9599
C: -0.759 1.498 2.928  0.7908
C: -2.058 2.244 3.037  -1.9996
C: -0.747 0.089 2.905  1.4433
C: -2.042 -0.672 2.983  -2.1336
C: 0.491 -0.609 2.904  0.5723
C: 0.495 -2.099 3.110  -2.0072
C: 1.708 0.125 2.876  0.8580
C: 3.026 -0.601 2.843  -2.4257
C: 1.681 1.533 2.967  0.7552
C: 2.974 2.287 3.119  -2.0443
H: 0.275 4.035 4.068  0.3956
H: -0.410 4.121 2.458  0.3884
H: 1.331 4.163 2.664  0.5103
H: -2.165 2.631 4.051  0.3986
H: -2.919 1.619 2.833  0.4481
H: -2.093 3.096 2.362  0.3953
H: -2.510 -0.507 3.953  0.4362
H: -1.903 -1.739 2.859  0.4585
H: -2.745 -0.336 2.220  0.2895
H: -0.071 -2.334 4.011  0.4392
H: 1.495 -2.489 3.255  0.4469
H: 0.034 -2.633 2.277  0.3572
H: 3.331 -0.867 3.857  0.4246
H: 3.810 0.018 2.416  0.5100
H: 2.970 -1.517 2.259  0.4964
H: 3.408 2.526 2.145  0.3238
H: 3.698 1.709 3.683  0.4811
H: 2.824 3.214 3.662  0.5048
Br: 2.867 1.929 -2.540  -0.0225
C: 1.465 2.610 -3.693  -0.4364
Br: -0.099 3.032 -2.630  -0.0077
H: 1.199 1.845 -4.422  0.3564
H: 1.822 3.518 -4.175  0.3973
C: -2.656 -0.144 -4.187  -0.9835
Si: -2.225 -0.739 -2.424  0.0312
C: -2.786 0.635 -1.209  -0.3949
C: -3.035 -2.356 -1.842  -1.0448
N: -0.448 -0.755 -2.291  0.1256
C: 0.393 -1.681 -2.776  1.3362
C: -0.029 -2.585 -3.790  -0.1159
C: 0.892 -3.301 -4.515  -0.8658
C: 2.250 -3.254 -4.229  -0.5315
C: 2.679 -2.479 -3.160  -0.9979
C: 1.764 -1.746 -2.441  -0.0987
H: -3.724 0.044 -4.234  0.3864
H: -2.423 -0.873 -4.955  0.3690
H: -2.154 0.783 -4.445  0.2930
H: -3.872 0.668 -1.197  0.4285
H: -2.456 1.631 -1.499  0.1986
H: -2.473 0.427 -0.175  -0.4204
H: -4.114 -2.247 -1.810  0.4052
H: -2.715 -2.632 -0.839  0.3217
H: -2.827 -3.202 -2.489  0.3577
H: -1.072 -2.609 -4.053  0.3390
H: 0.539 -3.925 -5.319  0.4075
H: 2.954 -3.846 -4.789  0.4144
H: 3.717 -2.490 -2.871  0.4117
H: 2.090 -1.243 -1.510  -0.1620

This record from the Open Molecules 2025 dataset describes C22H34CrN3S3Se2 as an isolated structure at a distorted geometry. The level of theory is the ωB97M-V functional and the def2-TZVPD basis.

The energy above the lowest of the compared OMol25 structures with the same formula, charge and spin is 1.362 eV. Its multiplicity is 5. The net charge is +1. The orbital gap (spin up / spin down) comes out at 0.283 / 0.299 hartree. Its electronic energy is -8064.6849 Eh. Its LUMO energy (spin up / spin down) is -2.9 / -2.7 eV.

Each line ends with the Mulliken charge.
Positions of all 65 atoms, in Å:
Cr: 2.350 0.858 -2.004  0.5510
C: 4.978 -1.365 -1.887  -0.7118
C: 5.779 -0.100 -1.666  -0.6352
S: 4.743 1.427 -2.012  -0.0026
C: 5.043 2.598 -0.625  -0.6544
C: 3.761 2.929 0.181  -0.6918
S: 2.472 1.593 0.200  0.1321
C: 3.117 0.265 1.293  -0.7542
C: 3.342 -1.105 0.663  -0.7825
S: 3.285 -1.320 -1.195  -0.0730
H: 5.488 -2.222 -1.407  0.3756
H: 4.816 -1.556 -2.968  0.3594
H: 6.650 -0.065 -2.315  0.4907
H: 6.148 -0.028 -0.629  0.3050
H: 5.443 3.499 -1.096  0.4670
H: 5.805 2.163 0.041  0.3733
H: 3.163 3.733 -0.292  0.3129
H: 3.949 3.235 1.246  0.4731
H: 2.282 0.211 2.042  0.3923
H: 4.014 0.601 1.809  0.4894
H: 2.577 -1.792 1.047  0.3874
H: 4.330 -1.504 0.929  0.4704
Se: 1.972 2.013 -4.013  -0.3626
C: 1.702 3.291 -2.709  0.3824
N: 1.531 4.225 -1.975  -0.6046
C: -5.070 -2.638 -1.905  -1.3544
C: -3.737 -2.750 -1.165  0.1961
C: -2.474 -2.724 -2.057  -0.4167
C: -1.139 -2.692 -1.291  -1.2297
N: -1.109 -1.587 -0.365  0.9558
C: -0.940 -0.264 -0.684  -0.9623
Se: -0.270 0.379 -2.293  -0.1225
N: -1.139 0.497 0.433  1.2390
C: -1.345 1.966 0.431  -0.8702
C: -2.806 2.355 0.093  -0.7311
C: -3.890 1.922 1.073  -0.0239
C: -3.834 2.754 2.334  -1.2257
C: -1.220 -0.376 1.552  0.4340
C: -1.149 -0.100 2.914  -0.6399
C: -1.297 -1.208 3.746  -0.7895
C: -1.425 -2.495 3.250  -0.7461
C: -1.394 -2.778 1.905  -0.9763
C: -1.250 -1.693 1.068  0.5715
H: -5.933 -2.552 -1.189  0.3634
H: -5.349 -3.525 -2.521  0.3404
H: -5.133 -1.740 -2.571  0.2947
H: -3.734 -3.646 -0.543  0.2563
H: -3.657 -1.973 -0.385  -0.1159
H: -2.480 -1.813 -2.696  0.1959
H: -2.486 -3.585 -2.756  0.4713
H: -0.304 -2.533 -1.985  0.2935
H: -0.964 -3.595 -0.692  0.5106
H: -0.728 2.409 -0.366  0.0740
H: -1.022 2.385 1.399  0.5799
H: -3.035 2.007 -0.956  0.2037
H: -2.792 3.477 0.061  0.4740
H: -3.811 0.849 1.261  0.0183
H: -4.875 2.051 0.591  0.3877
H: -2.910 2.536 2.890  0.2047
H: -4.667 2.484 3.023  0.3659
H: -3.895 3.831 2.148  0.3500
H: -1.032 0.922 3.300  0.4349
H: -1.325 -1.044 4.812  0.4602
H: -1.666 -3.300 3.945  0.4014
H: -1.454 -3.796 1.534  0.4379

This record from the Open Molecules 2025 dataset describes C22H34F5GdGeO6S as an isolated structure at a distorted geometry. The level of theory is the ωB97M-V functional and the def2-TZVPD basis.

The energy above the lowest of the compared OMol25 structures with the same formula, charge and spin is 4.519 eV. Its multiplicity is 8. The orbital gap (spin up / spin down) comes out at 0.260 / 0.154 hartree. Its electronic energy is -5049.8942 Eh. Its LUMO energy (spin up / spin down) is 0.3 / -0.1 eV.

Each line ends with the Mulliken charge.
Positions of all 70 atoms, in Å:
Gd: 0.131 -0.422 -1.210  0.5261
C: 1.023 -0.750 2.167  -0.9806
C: 0.226 -2.027 1.921  -0.4811
O: -0.776 -1.789 0.934  0.3056
C: -1.669 -2.887 0.765  -0.6861
C: -1.961 -3.118 -0.727  -0.8050
O: -2.316 -1.944 -1.440  -0.3435
C: -3.570 -1.354 -1.118  -0.6427
C: -3.356 -0.101 -0.250  -0.6431
O: -2.324 0.711 -0.777  0.3274
C: -2.682 1.595 -1.832  -0.8685
C: -1.569 2.635 -1.961  -0.3605
O: -0.409 2.028 -2.529  -0.2487
C: 0.715 2.897 -2.632  -0.7378
C: 1.644 2.848 -1.407  -0.5302
O: 1.954 1.475 -1.181  -0.0703
C: 3.032 1.160 -0.303  -0.6666
C: 2.575 0.711 1.094  -0.9467
O: 1.580 -0.298 0.935  0.4448
H: 1.823 -0.971 2.886  0.5237
H: 0.362 0.025 2.580  0.1701
H: -0.246 -2.330 2.865  0.4447
H: 0.900 -2.817 1.565  0.1691
H: -2.598 -2.680 1.317  0.3152
H: -1.230 -3.810 1.162  0.5819
H: -2.746 -3.879 -0.834  0.5026
H: -1.042 -3.455 -1.229  0.1933
H: -4.220 -2.069 -0.601  0.4769
H: -4.032 -1.075 -2.073  0.3154
H: -3.004 -0.391 0.746  0.0998
H: -4.296 0.457 -0.147  0.5109
H: -3.617 2.113 -1.586  0.4502
H: -2.802 1.041 -2.773  0.2490
H: -1.337 3.009 -0.957  -0.0535
H: -1.898 3.469 -2.593  0.5466
H: 0.390 3.932 -2.792  0.4005
H: 1.266 2.546 -3.512  0.3720
H: 1.145 3.286 -0.535  0.3033
H: 2.558 3.412 -1.634  0.4709
H: 3.726 2.001 -0.201  0.4793
H: 3.538 0.313 -0.784  0.1244
H: 2.172 1.555 1.666  0.3823
H: 3.441 0.292 1.627  0.5718
C: 3.640 -2.443 0.224  -1.2492
Ge: 2.518 -2.948 -1.453  0.8297
C: 1.608 -4.625 -0.762  -1.3402
C: 4.069 -3.699 -2.511  -1.3459
C: 1.295 -1.998 -2.629  -1.0262
H: 4.341 -3.242 0.438  0.5646
H: 3.046 -2.285 1.119  0.2277
H: 4.227 -1.543 0.052  0.3334
H: 2.351 -5.346 -0.435  0.4537
H: 1.031 -5.085 -1.560  0.3817
H: 0.935 -4.448 0.077  0.3233
H: 4.568 -4.499 -1.971  0.3693
H: 4.807 -2.921 -2.700  0.3710
H: 3.745 -4.088 -3.471  0.3918
H: 1.975 -1.383 -3.264  0.4164
F: -3.571 5.422 4.487  -0.3136
C: -2.835 4.619 3.698  0.6666
C: -2.714 3.261 3.982  0.0462
F: -3.351 2.743 5.047  -0.3130
C: -1.959 2.447 3.164  -0.1451
F: -1.856 1.131 3.466  -0.3258
C: -1.287 2.931 2.024  0.3193
S: -0.323 1.932 1.047  0.0841
C: -1.436 4.310 1.769  -0.2843
F: -0.809 4.837 0.690  -0.3226
C: -2.191 5.136 2.575  0.0058
F: -2.326 6.440 2.283  -0.3113

This record from the Open Molecules 2025 dataset describes C22H34I2O10SSi2 as an isolated structure at a distorted geometry. The level of theory is the ωB97M-V functional and the def2-TZVPD basis.

The orbital gap comes out at 0.314 hartree. Its electronic energy is -3183.6482 Eh. Its LUMO energy is -0.5 eV.

Each line ends with the Mulliken charge.
Positions of all 71 atoms, in Å:
C: -0.581 1.530 -2.250  -0.6785
C: -0.318 -0.004 -2.401  0.0115
I: -0.364 -0.849 -4.375  0.0853
C: -0.083 -0.783 -1.292  -0.2392
I: 0.283 -2.910 -1.643  0.0348
Si: -0.067 -0.186 0.509  -0.3029
C: 0.702 1.528 0.780  -0.7616
C: -0.373 2.626 1.246  0.4401
C: -0.452 2.716 2.834  -1.5228
O: -0.193 3.895 0.612  -0.3415
C: 0.973 4.573 1.070  -0.2209
C: 1.489 5.447 -0.142  0.3644
C: 2.390 6.581 0.006  -0.5100
C: 2.823 7.338 -1.180  -0.4244
C: 2.388 6.991 -2.519  -0.4379
C: 1.482 5.856 -2.682  -0.4836
C: 1.030 5.109 -1.502  -0.2098
C: 1.058 -1.431 1.475  -0.7527
S: 2.810 -1.055 1.144  1.0741
O: 3.604 -2.219 0.721  -0.6013
O: 3.342 -0.370 2.333  -0.6481
O: -1.585 -0.271 1.289  -0.3873
Si: -2.901 -0.448 0.197  0.9008
H: -1.502 1.788 -1.672  0.2535
H: -0.745 1.933 -3.291  0.4681
H: 0.353 2.017 -1.880  0.0762
H: 1.407 1.428 1.663  0.6738
H: 1.343 1.897 -0.066  0.5673
H: -1.397 2.268 0.934  0.1455
H: -1.032 1.809 3.165  0.3764
H: -1.000 3.657 3.117  0.4097
H: 0.573 2.757 3.281  0.3374
H: 0.794 5.255 1.943  0.3747
H: 1.829 3.900 1.340  0.2757
H: 2.770 6.902 1.007  0.3245
H: 3.501 8.211 -1.059  0.3199
H: 2.709 7.522 -3.450  0.3225
H: 1.124 5.543 -3.694  0.3418
H: 0.316 4.279 -1.707  0.1623
H: 0.859 -1.226 2.568  0.3933
H: 0.773 -2.497 1.302  0.4759
H: 2.868 -0.120 0.117  0.1060
H: -4.108 -0.614 1.033  -0.3424
H: -3.131 0.708 -0.666  -0.1825
H: -2.757 -1.717 -0.552  -0.2049
C: -8.487 -2.179 -2.752  -1.4719
C: -7.076 -1.933 -2.271  0.5126
C: -6.981 -1.447 -0.853  -0.5669
O: -5.738 -0.742 -0.860  -0.2446
C: -5.554 -0.299 -2.142  0.5834
O: -4.711 0.473 -2.471  -0.5020
O: -6.464 -0.855 -2.985  -0.3632
H: -9.139 -1.335 -2.512  0.3512
H: -8.507 -2.293 -3.837  0.3655
H: -8.902 -3.078 -2.294  0.3772
H: -6.465 -2.828 -2.432  0.2684
H: -6.961 -2.261 -0.129  0.3309
H: -7.774 -0.746 -0.579  0.2999
C: 4.745 -4.850 3.074  -1.3582
C: 5.559 -6.050 2.650  0.5177
C: 5.993 -6.024 1.212  -0.4110
O: 6.157 -7.415 0.928  -0.3252
C: 5.306 -8.085 1.757  0.6115
O: 5.056 -9.245 1.666  -0.5281
O: 4.781 -7.250 2.695  -0.3631
H: 3.947 -4.640 2.357  0.2600
H: 4.263 -5.035 4.036  0.3898
H: 5.374 -3.963 3.157  0.3889
H: 6.411 -6.181 3.326  0.2296
H: 6.927 -5.484 1.062  0.3194
H: 5.235 -5.620 0.535  0.2648

This record from the Open Molecules 2025 dataset describes the molecule C22H34N2O4. The level of theory is the ωB97M-V functional and the def2-TZVPD basis.

The energy above the lowest of the compared OMol25 structures with the same formula, charge and spin is 1.225 eV. As for the SMILES: COc1ccc(CCNC(=O)CCC(=O)N[C@H]2CCC[C@@H](C)[C@@H]2C)cc1OC. The orbital gap comes out at 0.317 hartree. Its electronic energy is -1269.2269 Eh. Its LUMO energy is 0.5 eV.

Each line ends with the Mulliken charge.
Positions of all 62 atoms, in Å:
C: 2.400 2.187 2.148  -0.8633
O: 1.083 2.110 1.647  -0.3352
C: 0.256 1.110 2.075  0.0433
C: -1.095 1.437 2.118  -0.6158
C: -2.046 0.535 2.547  -0.2429
C: -1.666 -0.735 2.950  0.0676
C: -2.699 -1.719 3.424  -1.3332
C: -3.578 -2.200 2.259  -0.7367
N: -2.820 -2.951 1.286  -0.1067
C: -2.316 -2.388 0.169  0.5393
O: -2.535 -1.231 -0.138  -0.6984
C: -1.449 -3.314 -0.664  -0.8725
C: 0.042 -2.995 -0.440  -0.0213
C: 0.596 -2.014 -1.478  0.4712
O: 1.510 -2.324 -2.217  -0.7163
N: -0.009 -0.819 -1.475  0.8336
C: 0.293 0.234 -2.423  -1.2774
C: -1.019 0.742 -3.018  -0.7494
C: -0.763 1.876 -4.000  -0.9205
C: -0.019 3.006 -3.300  -0.8060
C: 1.317 2.522 -2.734  0.2908
C: 2.044 3.693 -2.073  -1.7199
C: 1.092 1.365 -1.747  1.2717
C: 2.413 0.804 -1.225  -1.6209
C: -0.324 -1.085 2.876  -0.1834
C: 0.647 -0.192 2.437  0.9492
O: 1.975 -0.515 2.329  -0.3830
C: 2.413 -1.775 2.769  -0.9202
H: 3.046 1.416 1.726  0.2425
H: 2.762 3.171 1.852  0.2945
H: 2.413 2.109 3.239  0.3251
H: -1.374 2.434 1.815  0.4650
H: -3.084 0.827 2.582  0.4157
H: -3.346 -1.245 4.165  0.4318
H: -2.217 -2.580 3.894  0.3174
H: -3.994 -1.338 1.734  0.3605
H: -4.392 -2.827 2.633  0.4369
H: -2.530 -3.881 1.544  0.2536
H: -1.652 -4.353 -0.400  0.3641
H: -1.695 -3.174 -1.717  0.4224
H: 0.633 -3.908 -0.518  0.3936
H: 0.183 -2.567 0.555  -0.3596
H: -0.822 -0.670 -0.888  -0.0655
H: 0.916 -0.217 -3.205  0.5220
H: -1.659 1.093 -2.206  0.3495
H: -1.533 -0.083 -3.517  0.3876
H: -1.711 2.242 -4.401  0.4074
H: -0.164 1.508 -4.836  0.3249
H: -0.634 3.395 -2.485  0.3430
H: 0.158 3.822 -4.004  0.3715
H: 1.930 2.152 -3.564  0.3636
H: 3.075 3.443 -1.844  0.4067
H: 1.541 3.975 -1.150  0.2694
H: 2.049 4.554 -2.739  0.4433
H: 0.509 1.738 -0.898  -0.1116
H: 2.227 -0.002 -0.520  0.0865
H: 3.006 0.405 -2.045  0.4089
H: 2.986 1.572 -0.716  0.4972
H: -0.034 -2.081 3.177  0.3599
H: 2.177 -1.940 3.826  0.3826
H: 1.991 -2.586 2.167  0.2586
H: 3.494 -1.767 2.639  0.2873

This record from the Open Molecules 2025 dataset describes a 2-piece molecular cluster, C22H34N4O4 overall at a distorted geometry. The level of theory is the ωB97M-V functional and the def2-TZVPD basis.

The energy above the lowest of the compared OMol25 structures with the same formula, charge and spin is 0.891 eV. As for the SMILES: CNC(=O)[C@H](Cc1c[nH]c2ccccc12)NC(C)=O.NCCCCCCCC(=O)O. The orbital gap comes out at 0.314 hartree. Its electronic energy is -1378.7531 Eh. Its LUMO energy is 0.4 eV.

Each line ends with the Mulliken charge.
Positions of all 64 atoms, in Å:
C: 2.229 0.044 8.819  -0.8823
N: 1.946 0.094 7.385  -0.1105
C: 0.781 -0.283 6.844  0.0166
O: -0.157 -0.683 7.528  -0.6558
C: 0.662 -0.186 5.313  -0.1007
C: 0.242 1.237 4.912  -0.6440
C: 0.176 1.559 3.446  0.5245
C: 0.699 0.833 2.427  -0.8960
N: 0.447 1.466 1.226  0.0712
C: -0.248 2.641 1.407  -0.5046
C: -0.725 3.615 0.520  -0.8129
C: -1.427 4.719 1.032  -0.5497
C: -1.634 4.836 2.419  -0.7341
C: -1.143 3.854 3.301  -0.2830
C: -0.437 2.730 2.819  0.5808
N: -0.291 -1.144 4.729  0.0009
C: -0.211 -2.474 4.706  0.6617
C: 0.943 -3.180 5.390  -1.0309
O: -1.046 -3.131 4.105  -0.6760
H: 3.215 0.458 9.029  0.3464
H: 1.475 0.616 9.365  0.2800
H: 2.191 -0.992 9.165  0.2770
H: 2.671 0.434 6.772  0.2722
H: 1.648 -0.376 4.892  0.5031
H: 0.938 1.942 5.366  0.4325
H: -0.743 1.435 5.340  0.4561
H: 1.226 -0.106 2.536  0.4113
H: 0.731 1.096 0.331  0.1653
H: -0.555 3.518 -0.541  0.4992
H: -1.807 5.479 0.364  0.3913
H: -2.177 5.686 2.808  0.3832
H: -1.312 3.954 4.363  0.4224
H: -1.115 -0.762 4.291  0.2857
H: 1.889 -2.765 5.054  0.3258
H: 0.903 -4.238 5.136  0.3263
H: 0.836 -3.070 6.467  0.2426
N: 0.258 -4.152 -9.470  -0.6332
C: 0.454 -3.019 -8.561  -0.5387
C: 0.337 -3.527 -7.127  -0.5680
C: 0.695 -2.465 -6.078  -0.6440
C: -0.359 -1.354 -5.960  -0.5491
C: -0.136 -0.568 -4.662  -0.7515
C: -1.162 0.558 -4.494  -0.7117
C: -1.015 1.197 -3.106  -0.4595
C: -1.956 2.381 -2.930  0.4133
O: -3.111 2.168 -2.613  -0.5818
O: -1.458 3.620 -3.128  -0.4486
H: -0.673 -4.552 -9.362  0.2518
H: 0.977 -4.862 -9.333  0.2630
H: -0.299 -2.248 -8.755  0.2876
H: 1.443 -2.581 -8.727  0.3211
H: 1.021 -4.372 -7.001  0.3244
H: -0.679 -3.896 -6.949  0.2709
H: 1.671 -2.026 -6.309  0.2812
H: 0.785 -2.974 -5.113  0.3985
H: -1.362 -1.795 -5.945  0.3239
H: -0.296 -0.684 -6.823  0.2988
H: 0.873 -0.142 -4.662  0.3028
H: -0.213 -1.254 -3.811  0.3574
H: -2.178 0.161 -4.605  0.3413
H: -1.009 1.313 -5.272  0.3415
H: -1.229 0.457 -2.330  0.3849
H: 0.012 1.545 -2.966  0.3785
H: -2.209 4.214 -2.975  0.3495